No. 1
9
Properties=species:S:1:pos:R:3:forces:R:3 method="wB97M-V/def2-TZVPD" homo_lumo_gap_ev=8.4 e_homo_ha=-0.31805 fmax_ev_per_a=3.02 charge=0
O -1.377002 1.903029 0.043534 -0.072 -0.910 -0.124
H -0.502003 -1.260147 -0.087204 -2.074 1.588 -0.148
H -2.403982 -0.736310 -0.521057 2.741 0.340 1.218
Br 1.350129 -1.777075 0.143003 0.455 -0.561 -0.029
C -1.118316 0.771495 -0.022164 1.753 -1.775 0.012
C 1.351013 0.264730 0.135862 -1.843 1.046 -1.988
F 1.864249 0.680403 1.243906 0.691 0.325 1.707
F 2.242170 0.674672 -0.830566 -0.741 -0.549 0.390
N -1.406262 -0.520797 -0.105311 -0.910 0.496 -1.038

No. 2
11
Properties=species:S:1:pos:R:3:forces:R:3 method="wB97M-V/def2-TZVPD" homo_lumo_gap_ev=10.2 e_homo_ha=-0.34253 fmax_ev_per_a=1.09 charge=0
N 0.667835 -1.459872 -0.141527 0.279 0.295 0.224
N -1.316080 1.533650 -0.085305 0.163 0.016 -0.057
H 2.545978 -0.559221 -0.262912 -0.038 -0.038 0.171
H -1.424435 -1.199113 -0.585497 0.272 -0.136 0.109
C -0.645628 -0.872541 0.112350 -0.263 0.091 0.039
C 1.480615 -0.477554 -0.077345 -0.303 -0.158 -0.179
H -2.222849 1.080207 -0.204147 0.007 0.284 0.054
N 0.924952 0.783133 0.190726 0.819 0.274 -0.668
H 1.437234 1.618422 -0.126924 -0.761 -0.556 0.397
H -0.994059 -1.066866 1.134763 0.105 -0.380 -0.110
C -0.453562 0.619757 0.045821 -0.280 0.308 0.019

No. 3
113
Properties=species:S:1:pos:R:3:forces:R:3 method="wB97M-V/def2-TZVPD" homo_lumo_gap_ev="7.7 / 8.4" e_homo_ha="-0.27231 / -0.30522" s_squared=3.756 multiplicity=4 fmax_ev_per_a=3.07 charge=0
H 4.619086 0.025278 2.645339 0.056 0.321 0.130
H -0.350679 -1.644090 2.733173 -0.362 -0.143 0.107
H 0.003897 2.252124 3.436981 -0.349 0.074 0.498
H -1.675867 -0.841750 -1.665710 -0.011 -0.287 0.037
O -0.544405 4.758349 1.081690 0.111 0.397 -0.113
C 0.467566 0.712457 -1.119403 1.078 -0.910 0.176
H -5.608649 -3.248131 -1.879261 -0.214 0.257 0.177
O -3.474673 -1.869835 -1.838541 0.045 -0.421 -0.307
H 4.197172 -4.580354 1.094313 -0.001 0.000 0.032
O 3.924257 -0.914679 -0.799303 -0.022 0.296 0.969
H -3.851858 5.327389 3.056824 0.161 0.060 -0.160
O -4.908603 -2.220649 -0.202701 -0.419 0.348 0.471
H 1.103523 0.938032 3.504166 0.044 -0.332 0.649
H 0.195406 1.834604 -5.247884 0.145 0.126 -0.034
O -0.350241 0.834060 4.986014 0.110 -0.337 0.488
O -2.266525 2.011055 4.821120 -0.330 0.355 -0.307
H -0.567195 -3.948471 0.789546 -0.014 -0.041 0.232
O 3.978552 2.721097 3.326682 -0.008 -0.069 -0.107
C 0.167655 -2.302068 3.424861 1.022 -0.356 -0.012
H -4.839312 -7.873310 0.255394 -0.115 0.206 0.283
H 4.312657 -2.542040 -2.008049 0.121 -0.182 0.275
H 4.911691 3.142364 -1.045879 -0.241 -0.083 0.151
C -2.455698 -1.036904 -2.396691 0.200 1.259 -0.413
O -2.534793 -4.479193 1.159460 -0.683 0.607 0.333
H -0.089395 -1.225660 -0.376287 0.183 0.131 -0.123
H -3.097617 3.930623 3.839843 0.291 -0.035 -0.260
H 1.878086 1.250994 -4.961513 -0.054 0.495 -0.520
H 4.110637 5.217675 2.060893 -0.114 0.036 0.699
O -3.676370 -6.267309 0.803937 -0.564 0.069 0.058
H 3.172610 -2.805333 -0.606559 0.387 0.015 0.267
H -0.941152 3.027540 -2.900284 0.004 0.397 0.412
H 3.607847 -6.160378 1.634054 -0.107 -0.027 0.011
H -2.392789 4.444804 -1.226224 0.265 -0.098 -0.247
C 0.040013 3.812468 0.209949 0.515 -1.881 -0.910
O -1.098221 0.184704 0.658302 -1.051 0.984 0.889
H -4.389356 -4.079163 -0.985339 0.003 0.084 0.314
C 3.098410 4.839897 1.930539 0.252 -0.015 -1.052
C -2.951740 4.973683 3.563180 -0.999 -0.385 0.633
O 2.842573 -2.978193 3.316119 -0.048 -0.378 0.018
O -2.077354 3.243718 1.708497 -0.581 -0.789 -0.130
H 2.319246 -0.381022 -10.295128 -0.462 0.223 -0.101
H -4.088849 0.189639 5.916263 -0.036 -0.005 0.012
H -3.772388 4.050876 -2.171327 0.089 -0.170 -0.237
C 2.028143 -3.624067 2.697936 0.507 1.001 -0.076
C -2.793880 3.630538 -1.872495 -0.456 0.686 1.155
C -3.374687 0.485834 6.682295 0.039 0.140 -0.028
O 2.281983 1.833291 -7.303189 0.268 0.185 0.054
O -3.878132 -0.272458 -0.338929 0.004 0.596 0.775
O 0.829737 0.313293 -6.473430 -0.314 -0.917 0.176
H 2.663796 5.442171 1.132338 -0.171 -0.088 0.073
O 3.926234 0.072831 -2.813810 -0.265 0.003 -0.296
C 3.581461 0.232173 2.399262 -0.308 -0.937 -0.498
C 0.063528 1.189029 3.683775 0.031 0.478 -1.577
O 4.546693 1.142028 -0.950845 -0.136 0.462 0.757
H 4.140132 -4.937711 2.819074 -0.177 0.036 0.119
H 3.221399 -0.578899 1.768490 0.134 0.002 -0.013
H -1.600038 -2.631891 1.360891 -0.466 -0.012 0.159
H 0.644396 4.279124 -0.561007 -0.011 0.588 0.301
H 2.945603 0.237351 3.280287 0.270 0.305 0.191
H -0.428749 -2.807100 4.177463 -0.416 0.431 -0.005
C -5.254448 -3.423004 -0.860879 0.404 -0.906 -0.990
O 0.733932 -3.383471 2.645418 -0.502 -0.053 -0.099
O -2.994668 2.482272 -1.127223 0.027 -1.133 1.004
H 4.358616 2.452979 -2.604362 -0.299 -0.201 0.147
O 1.521193 0.078353 -8.488358 0.171 -0.531 -0.127
C 3.519077 -2.133040 -1.383330 -0.778 -0.138 -1.140
H -2.845480 5.523134 4.494424 0.306 0.226 -0.175
H -2.360107 2.678106 -3.747476 -0.300 0.359 -0.102
H 1.321541 0.271012 -1.655873 -0.095 -0.040 0.022
H 0.934114 -0.370127 0.711760 -0.125 0.496 0.162
C 2.462412 0.363616 -9.516527 0.543 -0.009 -0.261
H 2.341611 1.389365 -9.857879 -0.032 -0.093 -0.216
H 0.629832 0.403790 -4.323362 -0.721 -0.965 -0.870
H -0.647610 3.146352 -0.322062 -0.569 0.597 0.220
C 4.093867 0.116677 -1.621830 0.271 -0.719 -0.927
H -1.703923 -3.268964 -0.310370 -0.324 0.153 0.126
H -0.347143 0.777066 -1.837485 -0.092 0.653 0.163
H 2.438965 4.856077 2.791127 0.326 0.057 0.298
O -1.625967 -6.096630 -0.113407 0.146 -0.065 -0.407
O -2.041070 0.264512 6.214849 0.248 -0.031 0.170
H 0.962280 -1.728868 3.899431 0.026 -0.116 0.078
V -2.790160 1.461407 0.646117 1.788 -0.095 -2.498
C 3.582010 2.549797 2.201540 -0.177 0.430 0.490
C 3.634788 -5.101498 1.871767 0.595 0.000 -0.344
H 0.861164 1.633705 -0.701557 -0.409 0.378 -0.377
C -1.932028 3.456883 -3.102229 0.341 -0.972 -0.306
H -2.855009 -0.055387 -2.678913 -0.178 -0.160 0.229
H 3.504518 0.222936 -9.209694 -0.230 0.179 0.464
C -4.070599 -1.381769 -0.769220 0.291 0.002 -0.233
C -1.613573 1.125714 5.297840 0.306 -0.316 -0.095
C 1.619177 0.840495 -7.405131 -0.148 0.071 -0.029
H 5.980108 2.127161 -2.003985 -0.104 0.063 -0.070
H -6.011233 -3.933683 -0.280441 -0.042 0.184 0.220
H -3.180522 -8.265830 0.813723 -0.140 -0.063 0.025
H -3.479607 -0.129496 7.568099 -0.036 -0.052 0.014
C 4.938238 2.278579 -1.702144 0.942 0.310 -0.370
O 3.183071 3.520948 1.371819 -0.179 -0.088 -0.220
C -1.563890 -3.518330 0.746350 0.934 -0.555 -1.074
H -3.439458 -7.585533 -0.784446 -0.023 0.088 0.048
C -1.530707 4.317340 1.821986 0.137 0.029 0.411
O 3.408070 1.394008 1.588974 -0.121 -0.027 0.156
H 0.665703 3.092274 0.747050 0.114 0.469 0.340
O 2.293946 -4.635427 1.871704 -0.317 -0.205 0.338
C 0.074957 -0.199622 0.032578 -0.722 -0.904 -0.373
H -1.808013 4.388085 -3.655017 -0.069 -0.008 -0.059
C -2.526940 -5.649892 0.540020 0.427 0.031 0.290
H 2.666781 -1.982844 -2.056589 0.095 0.154 0.109
C -3.799274 -7.570391 0.245392 0.583 -0.400 -0.379
O -1.799056 5.193443 2.766491 0.186 0.369 -0.161
H -0.521055 0.653017 2.928399 -0.039 0.084 0.059
H -2.070712 -1.480919 -3.308690 -0.075 -0.515 0.202
C 0.855916 0.968721 -5.232265 0.849 1.235 1.534
H -3.518379 1.536444 6.924760 -0.042 -0.009 0.027

No. 4
9
Properties=species:S:1:pos:R:3:forces:R:3 method="wB97M-V/def2-TZVPD" homo_lumo_gap_ev=9.1 e_homo_ha=-0.31287 fmax_ev_per_a=4.04 charge=0
H -0.154528 -1.538061 0.935819 1.117 1.911 2.874
N 0.998711 0.289114 -0.477211 -1.018 1.221 -2.081
H 1.747947 1.177335 1.343585 -0.200 -0.295 -1.183
S 0.405880 -0.564827 2.064976 -2.161 -2.463 -2.362
C 1.472731 0.222947 0.845237 2.139 -2.606 1.195
H -0.075384 -2.053508 -2.703603 0.117 0.666 0.476
N 0.356588 -0.553198 -1.141513 1.238 -0.923 -0.553
H 2.418740 -0.482750 0.854033 -1.352 1.631 -0.114
C -0.122693 -1.215383 -2.010682 0.120 0.857 1.749

| no. | E_tot (a.u.) |
| --- | --- |
| 1 | -2981.0495 |
| 2 | -281.5717 |
| 3 | -4001.9351 |
| 4 | -586.1360 |